{
  "formula": "C66H144CaF4N8O8S4",
  "method": "the ωB97M-V functional and the def2-TZVPD basis",
  "elements": ["Ca", "C", "C", "C", "C", "N", "C", "C", "C", "C", "C", "C", "C", "H", "H", "H", "H", "H", "H", "H", "H", "H", "H", "H", "H", "H", "H", "H", "H", "H", "H", "H", "H", "H", "H", "H", "H", "C", "C", "C", "C", "N", "C", "C", "C", "C", "C", "C", "C", "H", "H", "H", "H", "H", "H", "H", "H", "H", "H", "H", "H", "H", "H", "H", "H", "H", "H", "H", "H", "H", "H", "H", "H", "C", "C", "C", "C", "N", "C", "C", "C", "C", "C", "C", "C", "H", "H", "H", "H", "H", "H", "H", "H", "H", "H", "H", "H", "H", "H", "H", "H", "H", "H", "H", "H", "H", "H", "H", "H", "C", "C", "C", "C", "N", "C", "C", "C", "C", "C", "C", "C", "H", "H", "H", "H", "H", "H", "H", "H", "H", "H", "H", "H", "H", "H", "H", "H", "H", "H", "H", "H", "H", "H", "H", "H", "C", "C", "C", "C", "N", "C", "C", "C", "C", "C", "C", "C", "H", "H", "H", "H", "H", "H", "H", "H", "H", "H", "H", "H", "H", "H", "H", "H", "H", "H", "H", "H", "H", "H", "H", "H", "C", "C", "C", "C", "N", "C", "C", "C", "C", "C", "C", "C", "H", "H", "H", "H", "H", "H", "H", "H", "H", "H", "H", "H", "H", "H", "H", "H", "H", "H", "H", "H", "H", "H", "H", "H", "N", "S", "O", "O", "F", "S", "O", "O", "F", "N", "S", "O", "O", "F", "S", "O", "O", "F"],
  "coordinates": [[-25.529400, -14.577360, 32.020970], [-21.222840, -26.413150, 23.308630], [-21.367160, -27.558510, 24.284440], [-20.762470, -28.812430, 23.594530], [-20.819260, -30.051900, 24.492780], [-20.289310, -31.420670, 23.916640], [-20.848510, -32.666930, 24.663040], [-20.800820, -33.854560, 23.737110], [-21.251390, -33.260940, 22.379760], [-20.897410, -31.804400, 22.507360], [-18.734640, -31.407760, 23.694800], [-17.936510, -31.440930, 25.045050], [-16.442510, -31.678440, 24.874740], [-21.919640, -26.491280, 22.474090], [-20.204730, -26.383540, 22.920460], [-21.511590, -25.468670, 23.769800], [-22.426310, -27.705010, 24.496210], [-20.924660, -27.419780, 25.270870], [-19.730090, -28.642790, 23.288710], [-21.244550, -28.954710, 22.627340], [-21.873420, -30.211290, 24.719580], [-20.423450, -29.964120, 25.504570], [-20.326100, -32.780590, 25.612920], [-21.906290, -32.474880, 24.842810], [-19.763740, -34.182700, 23.667230], [-21.435940, -34.674600, 24.072180], [-20.782020, -33.834720, 21.580660], [-22.339980, -33.312190, 22.400640], [-20.296310, -31.293970, 21.754870], [-21.846450, -31.268460, 22.520890], [-18.449450, -30.635510, 22.980390], [-18.553480, -32.399150, 23.279530], [-18.341870, -32.235110, 25.672000], [-18.093750, -30.535690, 25.631490], [-15.844990, -30.986190, 24.281570], [-16.199830, -32.681560, 24.524070], [-16.018960, -31.658850, 25.878890], [-10.730580, -14.595210, 34.388420], [-10.959130, -13.104130, 33.955870], [-12.431820, -12.861800, 33.394620], [-12.649690, -13.591670, 32.067390], [-13.940270, -13.187100, 31.404620], [-14.056400, -13.850160, 30.063550], [-13.328700, -12.972920, 29.041110], [-13.714060, -11.544810, 29.475560], [-13.995820, -11.658830, 31.029990], [-15.171330, -13.571290, 32.290710], [-15.119510, -14.959420, 32.877960], [-16.356650, -15.263600, 33.577240], [-11.142310, -14.863410, 35.361390], [-9.670890, -14.850200, 34.399400], [-11.103340, -15.349950, 33.695960], [-10.151600, -12.768690, 33.305110], [-10.972450, -12.580230, 34.911620], [-12.506840, -11.775930, 33.336590], [-13.041440, -13.231130, 34.219270], [-12.657240, -14.676500, 32.173150], [-11.848900, -13.591150, 31.327920], [-15.103040, -13.952960, 29.777040], [-13.696180, -14.876990, 30.126490], [-13.602710, -13.143290, 27.999950], [-12.263050, -13.154460, 29.180890], [-14.617450, -11.141850, 29.017770], [-12.970530, -10.789290, 29.221640], [-14.967590, -11.265810, 31.328780], [-13.158870, -11.174330, 31.532840], [-16.032920, -13.394440, 31.646900], [-15.174970, -12.794070, 33.054920], [-14.304060, -15.173050, 33.568970], [-14.944490, -15.583390, 32.001540], [-16.466140, -14.551730, 34.395380], [-16.527790, -16.170560, 34.157100], [-17.221080, -15.068870, 32.942480], [-14.723440, -23.436630, 25.026270], [-13.742810, -23.549650, 23.851390], [-13.949470, -22.691990, 22.622410], [-13.892420, -21.207700, 22.921360], [-14.045130, -20.242240, 21.716360], [-15.512230, -20.303290, 21.174940], [-16.360480, -19.643560, 22.191840], [-15.387720, -18.424670, 22.640610], [-13.943680, -18.762630, 22.183990], [-13.094220, -20.463980, 20.503590], [-11.702880, -20.050930, 20.870290], [-10.894770, -20.570180, 19.677900], [-14.575870, -22.436050, 25.432630], [-14.531990, -24.200810, 25.779580], [-15.764060, -23.489590, 24.706220], [-13.737610, -24.549120, 23.416490], [-12.701340, -23.333790, 24.089850], [-14.886200, -22.990290, 22.151580], [-13.217170, -22.892770, 21.840410], [-13.009380, -20.896360, 23.479410], [-14.772050, -21.044920, 23.544140], [-15.729690, -19.762150, 20.254090], [-15.797300, -21.341260, 21.003330], [-17.305630, -19.280930, 21.787780], [-16.725350, -20.330300, 22.955630], [-15.797800, -17.479650, 22.284400], [-15.291490, -18.265330, 23.714610], [-13.547480, -18.066530, 21.444680], [-13.204110, -18.718120, 22.983470], [-13.483360, -19.843110, 19.696630], [-13.219270, -21.518740, 20.258800], [-11.388060, -20.374790, 21.862310], [-11.544480, -18.973590, 20.918780], [-11.082070, -20.174680, 18.679600], [-10.980050, -21.628620, 19.431880], [-9.838260, -20.330570, 19.798190], [-20.252590, -9.901890, 22.802640], [-19.610950, -8.914670, 23.762430], [-19.296710, -7.600170, 23.028810], [-18.974140, -6.408370, 23.955420], [-18.627690, -5.131630, 23.205250], [-18.289370, -3.988730, 24.212970], [-19.652860, -3.413320, 24.697560], [-20.703970, -3.704240, 23.614130], [-19.833720, -4.369870, 22.529060], [-17.440040, -5.339360, 22.240060], [-16.264310, -6.129650, 22.777190], [-14.959370, -6.255680, 22.023820], [-21.193450, -9.522930, 22.403520], [-20.600380, -10.846360, 23.221130], [-19.709900, -10.101840, 21.878740], [-18.694230, -9.215550, 24.269600], [-20.319130, -8.751540, 24.574820], [-20.132160, -7.290090, 22.401120], [-18.431640, -7.730900, 22.378680], [-18.070110, -6.571970, 24.541990], [-19.866280, -6.161770, 24.531070], [-17.709600, -3.248950, 23.660970], [-17.577490, -4.285540, 24.983180], [-19.452160, -2.392280, 25.022040], [-19.779570, -3.966990, 25.627880], [-21.227640, -2.816340, 23.259900], [-21.504390, -4.362070, 23.952770], [-19.356480, -3.654470, 21.859320], [-20.406970, -5.072690, 21.924490], [-17.022640, -4.374500, 21.952100], [-17.946370, -5.824770, 21.405730], [-16.602520, -7.146110, 22.978470], [-16.008500, -5.729400, 23.758240], [-14.216120, -6.732780, 22.662630], [-14.599950, -5.333590, 21.567010], [-14.968330, -6.893420, 21.139910], [-25.875120, -27.472820, 36.747710], [-26.767410, -26.805580, 37.830690], [-27.835200, -25.855620, 37.408880], [-28.989640, -26.419890, 36.554000], [-30.132450, -25.419770, 36.167990], [-29.597110, -24.261060, 35.299530], [-29.250600, -24.850720, 33.927010], [-30.302670, -25.924400, 33.765370], [-31.029530, -26.018300, 35.117980], [-30.828980, -24.750740, 37.419720], [-31.243310, -25.630080, 38.615250], [-32.266470, -26.704860, 38.322320], [-26.459150, -28.267840, 36.284080], [-24.887700, -27.755770, 37.112450], [-25.579280, -26.857190, 35.898250], [-26.161680, -26.185480, 38.491500], [-27.171870, -27.650090, 38.388640], [-27.357030, -24.983550, 36.962830], [-28.373260, -25.468130, 38.274010], [-29.603860, -27.087440, 37.158320], [-28.560630, -26.883810, 35.665840], [-30.413240, -23.540580, 35.245060], [-28.689290, -23.806810, 35.696510], [-29.505020, -24.086900, 33.192190], [-28.245830, -25.224200, 33.729310], [-31.049190, -25.796120, 32.981570], [-29.862660, -26.906060, 33.589780], [-31.873260, -25.328910, 35.086930], [-31.324120, -27.003010, 35.480850], [-31.618200, -24.114590, 37.019020], [-30.085140, -24.029610, 37.758470], [-31.701910, -24.920320, 39.303760], [-30.404200, -26.066750, 39.156820], [-33.185720, -26.137510, 38.176700], [-32.582430, -27.410900, 39.090290], [-32.002970, -27.384400, 37.511830], [-25.657010, -19.225830, 16.629240], [-25.947310, -18.427770, 17.956410], [-27.346790, -18.812640, 18.424780], [-27.437360, -20.291990, 18.952790], [-28.860120, -20.578580, 19.436790], [-29.138250, -19.866040, 20.789740], [-28.473470, -20.680950, 21.941010], [-28.458390, -22.125910, 21.393850], [-29.006670, -22.081470, 19.980420], [-29.978870, -20.221240, 18.441100], [-29.922850, -20.876960, 17.008850], [-31.033840, -20.472100, 16.068580], [-24.658640, -18.953670, 16.286780], [-26.230160, -18.942680, 15.746390], [-25.825640, -20.299640, 16.547990], [-25.781370, -17.350910, 17.926040], [-25.223040, -18.885790, 18.630020], [-28.016120, -18.589170, 17.594020], [-27.711970, -18.047590, 19.109940], [-26.841660, -20.513990, 19.838210], [-27.387120, -21.078990, 18.200330], [-30.165380, -20.053460, 21.102770], [-29.043950, -18.781400, 20.736990], [-29.112290, -20.665270, 22.824040], [-27.521690, -20.200460, 22.167610], [-28.987740, -22.802040, 22.065210], [-27.459760, -22.525500, 21.217280], [-30.077090, -22.285790, 19.957180], [-28.563700, -22.856110, 19.354470], [-30.001680, -19.132880, 18.496340], [-30.871740, -20.483990, 19.008430], [-29.776860, -21.951160, 17.122400], [-28.980390, -20.573430, 16.553070], [-30.781010, -19.768800, 15.275130], [-31.964940, -20.092890, 16.489710], [-31.309260, -21.310930, 15.429340], [-28.749490, -13.520810, 29.264400], [-29.438330, -14.212570, 28.171330], [-29.535510, -13.585280, 26.831320], [-30.446220, -15.163450, 28.556380], [-28.155630, -15.227370, 27.947600], [-29.752340, -12.125860, 29.321050], [-31.143330, -12.209260, 29.785150], [-29.490540, -11.021140, 28.432790], [-29.076530, -11.615020, 30.703190], [-23.125300, -17.952000, 30.157710], [-23.508170, -19.646190, 30.320350], [-23.060120, -20.343800, 31.501350], [-23.867340, -20.357960, 29.103740], [-24.948420, -19.325560, 30.798990], [-22.099160, -18.236130, 29.138180], [-22.395430, -18.211750, 27.688810], [-20.854050, -18.994460, 29.515930], [-21.453150, -16.776620, 29.287380]],
  "atomic_forces_ev_per_a": [[-0.58, -0.22, -0.81], [-0.23, 0.66, 0.27], [0.00, -1.11, -0.50], [0.68, -0.39, 0.38], [-1.02, -1.36, -0.29], [-0.08, -0.52, -1.52], [0.16, 0.72, 0.91], [0.97, 0.44, -0.41], [0.37, -0.86, 1.43], [-0.59, 2.74, 0.12], [-0.47, -1.50, 2.12], [-0.58, 0.73, -0.85], [0.49, -0.53, 0.56], [0.11, -0.40, -0.13], [-0.04, 0.34, -0.01], [0.40, 0.12, 0.10], [-0.12, -0.27, -0.09], [0.39, 0.34, -0.16], [0.25, 0.40, 0.33], [-0.46, -0.32, 0.16], [-0.20, -0.43, -0.29], [0.74, 0.28, -0.31], [-0.14, -0.02, -0.10], [0.08, 0.51, 0.22], [-0.08, -0.42, -0.02], [0.17, 0.12, 0.09], [-0.32, 0.41, -0.20], [0.11, -0.29, -0.69], [0.15, -0.48, -0.04], [0.06, 0.23, -0.11], [-0.28, 0.06, 0.23], [0.08, 0.21, -0.52], [0.05, -0.16, -0.15], [-0.02, 0.25, -0.18], [-0.50, 0.26, -0.13], [-0.26, -0.05, -0.25], [0.13, 0.12, 0.03], [0.35, -0.01, -0.70], [-1.31, -1.54, 0.74], [2.51, -0.41, 0.21], [-0.10, -0.26, 0.34], [-1.06, 0.34, -0.72], [-0.23, -0.71, -0.91], [-0.10, 0.40, 0.77], [-0.57, -0.09, 0.98], [1.21, -0.50, -0.77], [1.31, 1.45, 0.23], [1.72, -0.68, -1.34], [-2.66, 0.71, 1.47], [-0.06, 0.35, 0.02], [0.11, 0.34, 0.32], [-0.39, 0.14, -0.32], [-0.26, 0.19, -0.01], [0.48, 0.51, -0.30], [-0.40, -0.10, -0.22], [-0.51, 0.01, -0.38], [-0.68, -0.03, 0.59], [0.19, 1.29, 0.00], [-0.17, 0.32, 0.30], [0.28, 0.12, 0.07], [0.02, -0.35, 0.21], [0.09, 0.27, -0.35], [-0.17, -0.55, -0.26], [0.28, -0.23, 0.40], [0.25, -0.06, 0.05], [-0.50, -0.04, 0.36], [-0.03, -0.26, 0.05], [-0.11, -0.08, 0.16], [0.34, 0.56, -0.19], [-0.11, -0.66, 0.09], [-0.03, 0.49, 0.07], [0.64, -0.54, -0.80], [-0.20, -0.33, -0.04], [0.59, 0.73, -0.74], [0.67, -0.65, -0.70], [-0.28, 0.63, -1.26], [-0.98, 0.49, -0.29], [-1.21, 1.16, -1.73], [0.05, -1.04, 0.11], [0.32, 1.47, 1.37], [-0.51, -0.68, 0.79], [-0.78, -0.68, 0.27], [-1.15, 0.33, 2.04], [0.42, -0.22, -1.40], [1.73, -0.24, -0.40], [-0.17, -0.10, 0.57], [0.01, 0.20, -0.04], [-0.02, -0.20, -0.11], [0.02, -0.29, 0.42], [0.02, -0.30, 0.88], [-0.38, 0.38, 0.03], [0.39, -0.48, 0.31], [0.08, -0.14, -0.20], [0.18, 0.67, 0.11], [1.31, 0.03, -0.27], [0.34, -0.03, -0.01], [0.29, 0.29, -0.35], [0.61, 0.19, 0.51], [0.36, -0.12, -0.45], [-0.63, -0.35, 0.14], [-0.28, -0.62, -0.61], [-0.26, -0.18, 0.17], [-0.07, -0.12, 0.06], [0.34, 0.12, -0.15], [0.19, -0.72, -0.25], [-0.45, 0.14, -0.20], [-0.76, 0.87, 0.29], [0.01, -0.29, 0.83], [0.09, -0.29, 0.19], [-0.63, -0.42, -0.66], [-0.19, 0.67, -0.05], [0.23, 0.85, 0.24], [-0.24, 0.18, -0.84], [0.34, 2.18, 0.75], [0.00, 0.14, -0.68], [1.61, -0.88, 1.14], [1.05, -0.25, 0.11], [-0.10, -1.11, -0.56], [-0.54, 0.05, -0.61], [-0.52, -0.98, 1.31], [0.27, 0.07, -1.41], [-0.11, 0.60, 0.20], [0.61, -0.09, 0.35], [0.55, -0.11, 0.26], [0.08, -0.56, -0.25], [-0.13, 0.28, 0.06], [-0.14, -0.21, -0.09], [-0.17, -0.33, -0.17], [-0.43, -0.24, 0.41], [0.31, -0.07, 0.43], [-0.29, -0.01, -0.43], [-0.47, -0.53, 0.19], [-0.47, 0.14, -0.40], [-0.89, 0.11, 0.06], [0.39, 0.03, -0.24], [0.24, -0.16, 0.13], [-0.03, 0.03, 0.14], [0.21, -0.07, -0.06], [-0.69, 0.24, -0.14], [0.52, 0.09, -0.36], [0.03, -0.14, 0.11], [-0.03, 0.22, 0.16], [0.05, 0.47, 0.12], [0.20, 0.33, 0.66], [-0.65, -0.34, 0.02], [-0.47, 0.81, -0.50], [1.21, -0.81, -0.08], [-2.02, 1.00, -0.47], [-0.48, 0.61, 0.39], [1.66, 1.49, -0.54], [1.41, -0.36, 0.22], [-1.48, 0.69, -0.43], [-0.41, -2.13, 0.62], [-0.57, 0.16, 0.67], [1.00, -0.53, -0.29], [0.25, -0.36, -0.01], [-1.07, 0.02, -0.21], [0.49, -0.49, 0.21], [-0.45, -0.65, 0.41], [-0.37, 0.71, -0.01], [0.22, -0.40, 0.23], [-0.11, 0.23, 0.39], [-0.08, 0.00, -0.41], [0.47, 0.08, 0.47], [0.59, -0.68, -0.15], [-0.66, -0.04, -0.20], [0.16, 0.00, -0.08], [-0.40, 0.07, 0.63], [0.58, 0.18, -0.04], [0.00, 0.25, 0.53], [0.18, 0.30, 0.02], [0.17, 0.05, -0.27], [-0.32, -0.36, 0.18], [-0.16, 0.06, -0.45], [-0.35, -0.51, -0.13], [0.16, -0.15, 0.09], [0.12, 0.09, 0.12], [0.39, 0.29, -0.22], [-0.30, -0.44, -0.90], [0.73, 0.37, 0.70], [-0.15, 0.38, -0.39], [0.27, 1.61, -1.02], [0.06, -2.71, -0.85], [0.01, 0.20, 0.09], [-2.15, 0.82, -0.18], [-0.74, -1.17, 2.10], [-1.00, -0.87, 0.58], [0.39, 0.69, -1.03], [1.20, 0.37, -0.46], [-1.14, 0.64, -0.69], [-0.04, -0.20, 0.32], [1.37, 0.90, 1.42], [-0.96, -0.27, -1.18], [0.29, -0.54, 0.19], [-0.59, 0.79, 0.23], [0.42, -0.17, 1.11], [-0.09, -0.21, -0.39], [0.13, 0.48, 0.49], [-0.10, -0.78, -0.32], [0.16, -0.45, 0.88], [0.47, 0.18, -0.37], [0.98, 0.40, -0.24], [-0.52, 0.21, -1.20], [0.58, -0.26, -0.09], [0.16, 0.42, -0.08], [0.23, -0.67, 0.28], [-0.08, -0.03, -0.36], [0.26, 0.13, 0.86], [-0.07, 0.30, -0.07], [0.29, 0.58, -0.39], [0.14, 0.06, -0.76], [-0.18, -0.38, -0.35], [-0.59, -0.14, 0.09], [0.16, 0.20, -0.01], [0.59, 0.47, 0.51], [0.14, -0.17, 0.44], [-0.17, -0.37, 0.37], [0.18, 6.09, 3.94], [-1.43, -6.90, -8.43], [-0.11, -0.61, 3.39], [0.12, 1.07, -0.10], [0.03, -0.09, -0.14], [-1.97, 4.09, 3.25], [2.62, -1.52, -1.45], [0.69, -2.03, 0.19], [0.68, -0.36, -0.07], [-3.78, -3.67, 3.22], [-3.73, -2.09, 1.65], [1.17, 1.05, -1.56], [2.07, 1.04, 1.09], [-2.01, 1.08, 0.81], [10.08, 2.04, -7.58], [-0.39, -0.68, 3.06], [-3.85, 0.30, -0.36], [0.20, 1.45, -0.05]],
  "mulliken_charge": [1.916, -1.296, -0.370, -0.522, -1.217, 0.457, -0.736, -0.715, -0.615, -0.670, -0.762, -0.187, -1.472, 0.328, 0.346, 0.390, 0.310, 0.392, 0.359, 0.398, 0.406, 0.526, 0.497, 0.444, 0.291, 0.436, 0.311, 0.328, 0.430, 0.388, 0.519, 0.410, 0.158, 0.307, 0.361, 0.364, 0.404, -1.131, -0.722, -0.342, -1.067, 0.604, -0.865, -0.586, -0.716, -0.444, -1.144, -0.026, -1.527, 0.338, 0.358, 0.286, 0.410, 0.350, 0.294, 0.322, 0.448, 0.421, 0.463, 0.407, 0.419, 0.307, 0.303, 0.400, 0.420, 0.185, 0.669, 0.577, 0.218, 0.298, 0.366, 0.391, 0.317, -1.150, -0.768, -0.443, -0.824, 0.225, -0.618, -0.728, -0.574, -0.743, -1.108, -0.042, -1.448, 0.298, 0.376, 0.299, 0.399, 0.391, 0.353, 0.305, 0.493, 0.327, 0.512, 0.432, 0.405, 0.308, 0.398, 0.284, 0.385, 0.444, 0.466, 0.524, 0.355, 0.335, 0.384, 0.365, 0.385, -1.353, -0.479, -0.448, -1.049, 0.220, -0.878, -0.569, -0.693, -0.651, -0.665, -0.214, -1.517, 0.368, 0.384, 0.351, 0.340, 0.327, 0.299, 0.322, 0.405, 0.588, 0.478, 0.480, 0.454, 0.301, 0.370, 0.318, 0.483, 0.408, 0.573, 0.490, 0.161, 0.304, 0.365, 0.358, 0.369, -1.204, -0.696, -0.313, -0.844, 0.092, -0.718, -0.599, -0.716, -0.515, -0.787, -0.555, -1.100, 0.318, 0.357, 0.317, 0.381, 0.338, 0.252, 0.191, 0.420, 0.529, 0.578, 0.382, 0.352, 0.331, 0.436, 0.304, 0.376, 0.354, 0.618, 0.495, 0.471, 0.246, 0.344, 0.400, 0.164, -1.180, -0.644, -0.550, -0.899, 0.176, -0.644, -0.770, -0.516, -0.692, -1.065, -0.187, -1.385, 0.380, 0.351, 0.319, 0.355, 0.270, 0.351, 0.411, 0.519, 0.515, 0.382, 0.504, 0.396, 0.299, 0.385, 0.299, 0.398, 0.396, 0.497, 0.681, 0.414, 0.156, 0.364, 0.365, 0.352, -0.176, 0.993, -0.540, -0.559, -0.351, 1.025, -0.515, -0.498, -0.313, -0.219, 1.042, -0.530, -0.505, -0.266, 1.001, -0.581, -0.582, -0.342],
  "e_tot_ha": -6308.52568,
  "fmax_ev_per_a": 12.8,
  "total_charge": 6,
  "lumo_ev": -13.1,
  "homo_energy_ev": -15.773,
  "orbital_gap_ha": 0.099
}